No. 1
Computed, not measured: 10 unconnected molecules or ions with the total composition C26H67BN5O17 at a distorted geometry, with ωB97M-V/def2-TZVPD.

Its HOMO energy is -6.545 eV. Its frontier orbital gap is 8.98 eV. As for the net charge: -1.

```
116
C26H67BN5O17 ωB97M-V/def2-TZVPD
O -3.16 -1.99 0.65
C -2.31 -1.34 0.11
O -1.22 -0.85 0.66
B -0.40 -0.19 -0.38
O -1.25 -0.21 -1.61
C -2.31 -0.95 -1.39
O -3.19 -1.27 -2.14
O 0.87 -0.91 -0.65
C 1.88 -0.08 -0.42
O 3.04 -0.31 -0.59
C 1.27 1.26 0.02
O -0.05 1.18 -0.01
O 1.95 2.20 0.30
C -6.49 0.31 3.83
C -5.33 0.26 2.81
C -3.99 -0.20 3.36
O -3.49 0.75 4.26
C -2.23 0.39 4.81
N -5.81 -0.63 1.76
H -7.42 0.66 3.41
H -6.19 0.92 4.70
H -6.51 -0.69 4.28
H -5.22 1.27 2.38
H -3.32 -0.38 2.51
H -4.04 -1.16 3.90
H -2.40 -0.49 5.42
H -1.88 1.26 5.36
H -1.49 0.22 4.02
H -6.55 -0.24 1.19
H -5.09 -0.95 1.12
C -4.35 -3.84 -4.22
C -4.21 -4.60 -2.92
C -2.76 -4.85 -2.56
O -2.63 -5.44 -1.29
C -1.31 -5.80 -0.94
N -4.90 -3.79 -1.88
H -3.74 -2.93 -4.21
H -5.36 -3.50 -4.42
H -4.08 -4.49 -5.06
H -4.67 -5.59 -3.03
H -2.13 -3.95 -2.60
H -2.33 -5.45 -3.38
H -0.69 -6.13 -1.78
H -1.44 -6.56 -0.17
H -0.74 -4.94 -0.56
H -4.80 -4.26 -0.98
H -4.34 -2.94 -1.82
C 0.97 -0.48 -4.70
C 1.91 0.48 -5.44
C 3.29 0.61 -4.80
O 3.06 1.39 -3.62
C 4.25 1.82 -3.01
N 2.01 0.09 -6.84
H 1.36 -1.49 -4.56
H 0.07 -0.61 -5.31
H 0.63 -0.15 -3.73
H 1.53 1.50 -5.38
H 4.01 1.10 -5.46
H 3.68 -0.34 -4.39
H 4.02 2.57 -2.25
H 5.07 2.26 -3.59
H 4.73 0.99 -2.47
H 2.81 -0.46 -7.11
H 1.22 -0.43 -7.19
C 0.26 6.85 0.10
C 1.09 5.89 0.93
C 0.26 4.80 1.65
O 0.91 3.99 2.60
C 0.08 3.04 3.21
N 2.15 5.33 0.11
H 0.87 7.74 -0.09
H -0.59 7.28 0.65
H -0.10 6.36 -0.80
H 1.57 6.38 1.79
H -0.37 4.22 0.96
H -0.36 5.44 2.31
H 0.59 2.58 4.05
H -0.36 2.26 2.57
H -0.77 3.55 3.68
H 2.31 5.76 -0.79
H 2.03 4.37 -0.19
C 1.55 -0.18 3.16
C 2.90 -0.50 3.78
C 4.04 -0.65 2.72
O 5.00 -1.63 3.12
C 6.00 -1.11 3.98
N 3.24 0.59 4.73
H 1.02 -1.03 2.72
H 1.55 0.66 2.46
H 0.86 0.11 3.96
H 2.83 -1.44 4.32
H 4.51 0.28 2.40
H 3.52 -1.11 1.87
H 6.89 -1.71 3.77
H 5.76 -1.32 5.03
H 6.23 -0.06 3.83
H 3.42 1.40 4.14
H 4.08 0.35 5.24
O -3.20 -5.27 1.58
H -2.79 -5.14 0.71
H -3.53 -4.39 1.81
O 3.68 3.05 2.60
H 2.76 3.31 2.75
H 3.78 3.09 1.64
C 2.40 -3.81 -2.21
O 3.28 -3.30 -1.20
H 1.41 -4.06 -1.82
H 2.33 -3.06 -3.01
H 2.90 -4.69 -2.61
H 3.17 -2.34 -1.20
C 0.20 3.49 -2.38
O 1.53 3.83 -2.77
H -0.12 3.99 -1.47
H -0.53 3.76 -3.15
H 0.08 2.43 -2.15
H 1.86 2.99 -3.10
```

These are the Löwdin partial charges, in e, on atoms 1 to 6: number 1, O, carries 0.124; number 2, C, carries -0.372; number 3, O, carries 0.235; number 4, B, carries -0.875; number 5, O, carries 0.230; number 6, C, carries -0.379

=====

No. 2
Computed, not measured: 13 unconnected molecules or ions with the total composition C5H38NO12 at a distorted geometry, with ωB97M-V/def2-TZVPD.

Its HOMO energy is -13.261 eV. For the energy above the lowest of the compared OMol25 structures with the same formula, charge and spin, the calculation gives 1.4905 eV. Its frontier orbital gap is 10.54 eV. As for the net charge: +1.

```
56
C5H38NO12 ωB97M-V/def2-TZVPD
C -0.05 -2.22 2.20
C 0.40 -1.62 0.86
C -0.10 -2.21 -0.42
C 0.53 -3.54 -0.73
C -1.63 -2.43 -0.45
N 0.13 -0.12 0.89
H -0.36 -1.55 3.04
H 0.69 -2.92 2.51
H -0.89 -2.83 1.89
H 1.53 -1.64 0.73
H 0.15 -1.62 -1.30
H 0.22 -4.03 -1.64
H 0.31 -4.25 0.10
H 1.62 -3.63 -0.80
H -2.12 -1.88 -1.30
H -2.13 -2.01 0.44
H -1.90 -3.51 -0.58
H 1.02 0.46 0.94
H -0.47 0.31 1.60
H -0.32 0.08 -0.02
H 2.05 -2.20 -2.46
H 0.70 -1.51 -2.91
O 1.61 -1.36 -2.61
H -3.56 0.19 -1.36
H -4.61 -0.82 -1.08
O -3.69 -0.76 -1.39
H 2.16 1.68 -2.41
H 1.46 0.30 -1.78
O 1.74 1.22 -1.69
H -2.20 0.29 3.89
H -3.75 0.46 3.68
O -2.89 0.90 3.62
H 2.75 0.68 1.69
H 2.68 -0.21 3.11
O 2.27 0.12 2.31
H -0.91 2.73 -0.71
H -0.98 2.40 -2.19
O -1.50 2.32 -1.38
H 0.21 2.10 -4.65
H -0.26 0.77 -5.24
O 0.08 1.17 -4.44
H -1.09 -0.02 -3.59
H -1.55 0.17 -2.08
O -1.26 -0.47 -2.74
H 1.17 2.93 -0.39
H 1.02 2.96 1.09
O 0.68 2.48 0.31
H 1.89 3.57 2.98
H 1.36 2.28 2.88
O 1.74 2.83 3.58
H -1.41 2.63 1.30
H -2.15 1.86 2.43
O -1.26 2.17 2.13
H 3.23 2.13 0.06
H 4.21 2.82 1.09
O 3.39 2.33 1.00
```

These are the Löwdin partial charges, in e, on atoms 1 to 6: number 1, C, carries -0.010; number 2, C, carries -0.310; number 3, C, carries -0.424; number 4, C, carries -0.086; number 5, C, carries -0.064; number 6, N, carries 0.186

=====

No. 3
Computed, not measured: 2 unconnected molecules or ions with the total composition C4H12NOS at a distorted geometry, with ωB97M-V/def2-TZVPD.

Its HOMO energy (spin up / spin down) is -9.516 / -9.148 eV. Its spin multiplicity is 2. For the energy above the lowest of the compared OMol25 structures with the same formula, charge and spin, the calculation gives 1.2758 eV. Its frontier orbital gap (spin up / spin down) is 10.29 / 7.03 eV. Its expectation value of S² is 0.7528.

```
19
C4H12NOS ωB97M-V/def2-TZVPD
C -0.78 0.15 1.10
N -0.14 0.19 -0.19
C 1.29 -0.36 0.03
C 1.75 -1.32 -1.13
S 3.22 -2.24 -0.72
C -2.29 -0.17 0.91
H -0.59 1.12 1.64
H -0.41 -0.62 1.76
H -0.57 -0.58 -0.67
H 2.01 0.50 0.23
H 1.37 -0.98 1.01
H 0.92 -2.06 -1.39
H 1.81 -0.83 -2.12
H -2.51 -1.18 0.40
H -2.66 0.51 0.19
H -2.85 0.22 1.69
H -0.35 3.21 -1.06
H 0.32 1.79 -0.63
O 0.45 2.67 -1.06
```

These are the Löwdin partial charges, in e, on atoms 1 to 6: number 1, C, carries -0.297; number 2, N, carries -0.106; number 3, C, carries -0.267; number 4, C, carries -0.663; number 5, S, carries 0.635; number 6, C, carries -0.079

=====

No. 4
Computed, not measured: a gas-phase ion, H2O5P2 (charge -2) at a distorted geometry, with ωB97M-V/def2-TZVPD.

Its HOMO energy is 1.318 eV. For the energy above the lowest of the compared OMol25 structures with the same formula, charge and spin, the calculation gives 2.7599 eV. Its frontier orbital gap is 5.75 eV. As for the SMILES: O=P(O)=P([O-])([O-])O. As for the net charge: -2.

```
9
H2O5P2 ωB97M-V/def2-TZVPD
O 0.31 -1.72 -0.98
O 0.99 0.45 -2.63
O 1.90 0.38 -0.30
O -2.26 1.40 -0.15
O -0.16 1.11 1.34
P -0.79 1.70 -0.12
P 0.70 0.09 -1.22
H 0.15 -1.82 -0.02
H 0.57 0.69 0.92
```

These are the Löwdin partial charges, in e, on atoms 1 to 6: number 1, O, carries -0.383; number 2, O, carries -0.502; number 3, O, carries -0.533; number 4, O, carries -0.668; number 5, O, carries -0.457; number 6, P, carries 0.455

=====

No. 5
Computed, not measured: a molecular structure, C4H4N2O at a distorted geometry, with ωB97M-V/def2-TZVPD.

Its HOMO energy is -9.725 eV. For the energy above the lowest of the compared OMol25 structures with the same formula, charge and spin, the calculation gives 5.1939 eV. Its frontier orbital gap is 10.14 eV.

```
11
C4H4N2O ωB97M-V/def2-TZVPD
C -0.38 0.71 -0.10
C 0.67 1.27 -0.71
C 0.83 -1.32 -0.05
C 0.28 -0.20 0.91
N 1.80 -0.95 -0.72
N 1.89 0.76 -0.16
O 1.54 0.51 1.12
H -1.46 0.88 -0.20
H 0.85 2.00 -1.49
H 0.35 -2.30 -0.10
H -0.38 -0.56 1.68
```

These are the Löwdin partial charges, in e, on atoms 1 to 6: number 1, C, carries -0.032; number 2, C, carries -0.107; number 3, C, carries -0.168; number 4, C, carries -0.209; number 5, N, carries 0.157; number 6, N, carries -0.025

=====

No. 6
Computed, not measured: 4 unconnected molecules or ions with the total composition C2H12N2O3 at a distorted geometry, with ωB97M-V/def2-TZVPD.

Its HOMO energy is -7.016 eV. For the energy above the lowest of the compared OMol25 structures with the same formula, charge and spin, the calculation gives 3.6797 eV. Its frontier orbital gap is 7.75 eV. As for the SMILES: N/C=C/N.O.O.O.

```
19
C2H12N2O3 ωB97M-V/def2-TZVPD
C 0.09 0.36 0.16
C 1.24 -0.39 0.08
N 2.23 -0.29 1.11
N -1.20 -0.20 0.43
H 0.32 1.44 0.37
H 1.63 -1.07 -0.77
H 2.02 0.38 1.83
H 3.09 -0.35 0.63
H -1.25 -1.06 -0.19
H -1.42 -0.59 1.41
H 1.75 -4.49 -2.71
H 2.73 -3.39 -2.76
O 2.23 -3.94 -2.18
H -3.96 1.16 -0.47
H -2.39 1.32 -0.38
O -3.22 1.82 -0.28
H -1.89 2.55 1.42
H -1.03 3.82 0.91
O -0.99 2.96 1.42
```

These are the Löwdin partial charges, in e, on atoms 1 to 6: number 1, C, carries -0.273; number 2, C, carries -0.209; number 3, N, carries 0.071; number 4, N, carries -0.059; number 5, H, carries 0.083; number 6, H, carries 0.117

=====

no.,total energy (eV)
1,-70988.17545
2,-31855.38121
3,-18712.96499
4,-28849.82328
5,-9235.29399
6,-11388.06913